142
Properties=species:S:1:pos:R:3:forces:R:3:mulliken_charge:R:1 method="wB97M-V/def2-TZVPD" homo_energy_ev=-9.45 homo_lumo_gap_ev=7.4389 energy_ha=-6150.81132
H 2.164 -5.069 -1.109 0.089 -0.083 -0.103 0.364
N 2.401 -4.116 -1.387 -0.312 0.244 -0.127 -0.512
C 1.647 -3.299 -0.767 0.319 -0.793 0.049 -0.558
C 0.577 -3.810 0.182 0.053 0.553 -0.592 -1.393
C 1.802 -1.821 -1.042 0.797 -0.746 0.274 0.392
C 2.545 -0.976 -0.010 -1.139 -0.213 -0.054 0.335
C 3.797 -1.261 0.501 0.499 -1.103 -0.416 1.087
C 4.535 -2.515 0.096 0.418 0.337 0.636 -1.362
C 4.270 -3.722 0.993 -0.598 -0.175 -0.447 -0.947
O 4.714 -3.533 2.320 0.814 -0.150 -0.507 -0.121
C 5.258 -4.720 2.894 -0.279 0.519 1.096 -0.477
C 4.219 -5.390 3.800 0.384 -0.251 -0.057 -1.129
C 4.417 -0.389 1.389 1.139 -0.412 0.756 0.700
C 5.807 -0.619 1.934 0.254 1.236 -1.236 -0.662
P 7.065 -0.128 0.676 0.373 -1.990 0.073 0.789
O 7.939 -1.277 0.370 0.433 -0.212 0.112 -0.764
O 6.304 0.271 -0.664 -0.449 0.879 0.280 -0.495
O 7.924 1.103 1.200 -0.496 0.274 -0.004 -0.520
C 3.761 0.733 1.779 0.557 1.099 0.559 0.206
C 2.510 1.008 1.287 -0.021 1.498 0.744 0.163
C 1.903 0.184 0.409 -1.729 0.399 -0.856 0.470
C 0.532 0.585 -0.101 0.479 -0.466 -0.459 -2.036
C -0.568 -0.208 0.614 0.275 1.286 0.100 0.462
C -1.928 0.290 0.162 0.913 -0.771 -0.842 0.706
F -2.191 1.531 0.577 -0.281 0.227 0.590 -0.352
F -1.897 0.371 -1.206 -0.251 -0.139 -0.228 -0.317
C -3.104 -0.671 0.444 -0.707 0.804 -0.353 0.302
F -2.877 -1.810 -0.226 0.204 -0.426 0.301 -0.243
F -4.197 -0.114 -0.128 0.029 -0.056 0.066 -0.370
C -3.452 -0.897 1.956 0.518 0.367 -0.131 0.821
F -4.667 -0.426 2.221 -0.419 -0.305 -0.003 -0.209
F -2.613 -0.134 2.694 0.377 -0.088 -0.015 -0.335
C -3.262 -2.348 2.484 -0.177 0.050 1.046 0.287
F -3.139 -2.251 3.813 -0.350 0.163 0.239 -0.296
F -2.117 -2.867 2.063 0.254 0.025 -0.563 -0.141
S -4.693 -3.541 2.177 0.575 -1.444 0.177 1.397
F -5.195 -2.694 0.954 -0.163 0.405 -0.201 -0.293
F -5.600 -2.761 3.186 -0.231 0.565 -0.071 -0.287
F -4.184 -4.447 3.378 0.032 -0.008 0.086 -0.306
F -3.784 -4.414 1.217 -0.019 0.152 -0.426 -0.302
F -5.866 -4.552 1.925 -0.180 -0.018 0.051 -0.299
C 2.028 2.300 1.909 -0.427 -0.276 -0.362 -0.084
O 1.084 3.007 1.630 0.730 -0.794 0.517 -0.568
N 2.947 2.565 2.953 0.529 0.412 0.828 -0.026
C 2.463 2.228 4.307 -0.192 0.555 0.070 -1.077
C 4.166 1.853 2.723 0.090 -0.346 -0.398 0.196
O 5.231 2.148 3.221 -1.164 -0.568 -0.416 -0.543
H 0.899 -4.726 0.665 0.096 0.032 0.279 0.541
H 0.275 -3.045 0.893 0.018 -0.215 0.271 0.153
H -0.287 -4.074 -0.428 -0.204 0.119 0.047 0.506
H 0.817 -1.437 -1.256 -0.062 0.169 0.054 0.263
H 2.356 -1.760 -1.970 0.106 -0.035 -0.190 -0.174
H 4.360 -2.776 -0.941 -0.273 -0.118 -0.054 0.939
H 5.604 -2.333 0.182 0.141 0.004 -0.150 0.129
H 3.211 -3.975 1.025 -0.133 0.074 -0.026 0.095
H 4.764 -4.566 0.507 0.168 -0.128 0.172 0.533
H 6.083 -4.396 3.527 0.193 0.039 -0.052 0.454
H 5.690 -5.396 2.159 -0.233 0.033 -0.309 0.512
H 4.363 -5.096 4.834 0.053 0.139 0.178 0.259
H 3.210 -5.091 3.533 -0.096 -0.188 -0.258 0.314
H 4.341 -6.471 3.768 -0.263 -0.096 -0.020 0.332
H 5.990 0.032 2.781 -0.068 -0.177 0.352 0.255
H 6.033 -1.658 2.127 -0.014 -0.107 0.194 0.224
H 6.716 -0.231 -1.377 0.102 -0.001 -0.113 0.355
H 8.806 0.735 1.350 0.161 0.183 -0.005 0.351
H 0.383 1.650 0.023 -0.055 0.087 0.134 1.237
H 0.538 0.376 -1.166 -0.333 0.148 -0.152 0.053
H -0.460 0.045 1.666 -0.129 -0.464 0.221 0.555
H -0.435 -1.265 0.420 -0.305 -0.140 0.173 -0.743
H 1.663 2.903 4.592 -0.086 0.007 0.010 0.346
H 2.120 1.189 4.367 -0.084 0.000 -0.126 0.350
H 3.286 2.340 5.003 0.109 0.162 0.064 0.370
O -10.115 4.043 -0.830 -0.113 0.016 -0.259 -0.641
C -9.176 3.289 -1.009 0.186 -0.073 0.471 1.031
C -8.319 2.801 0.059 -0.170 0.134 0.007 -0.971
C -7.296 1.986 -0.224 -0.134 0.148 0.307 0.492
O -6.487 1.512 0.721 0.050 -0.087 -0.270 -0.352
C -6.992 1.550 -1.630 -0.120 0.002 -0.524 0.943
O -6.037 0.821 -1.828 -0.125 0.089 0.256 -0.581
C -7.865 2.023 -2.696 0.135 -0.089 0.047 -1.080
C -8.891 2.836 -2.412 0.110 -0.146 -0.395 0.160
O -9.721 3.297 -3.344 -0.055 0.085 0.241 -0.571
H -8.536 3.114 1.073 0.054 -0.021 -0.182 0.767
H -5.831 0.953 0.265 0.068 -0.026 0.044 0.230
H -7.651 1.693 -3.702 -0.010 0.017 -0.009 0.442
H -10.364 3.860 -2.872 -0.031 0.037 0.006 0.358
O 6.840 1.172 7.657 -0.129 0.097 -0.246 -0.637
C 6.846 -0.038 7.543 0.193 -0.167 0.481 1.107
C 7.290 -0.942 8.591 -0.015 0.220 -0.016 -1.057
C 7.283 -2.263 8.380 0.124 0.177 0.357 0.309
O 7.678 -3.139 9.298 -0.087 -0.100 -0.246 -0.561
C 6.826 -2.852 7.076 -0.206 0.095 -0.505 1.047
O 6.868 -4.062 6.952 0.049 -0.081 0.192 -0.657
C 6.355 -1.951 6.034 0.035 -0.259 0.067 -0.894
C 6.363 -0.629 6.248 -0.112 -0.202 -0.378 -0.243
O 5.958 0.256 5.344 0.116 0.003 0.453 -0.212
H 7.620 -0.505 9.524 0.013 -0.023 0.006 0.436
H 7.576 -4.020 8.891 0.014 -0.052 -0.004 0.362
H 6.012 -2.386 5.105 -0.003 0.026 -0.006 0.662
H 6.090 1.122 5.780 -0.046 0.226 -0.246 0.305
O -8.916 3.429 3.059 -0.342 0.133 0.216 -0.634
C -8.671 2.997 4.171 0.552 -0.145 -0.020 0.961
C -7.359 2.518 4.570 -0.069 0.080 -0.179 -1.045
C -7.171 2.041 5.807 0.282 0.037 -0.311 0.444
O -5.995 1.590 6.231 -0.204 -0.025 0.190 -0.562
C -8.288 1.979 6.809 -0.499 0.120 0.060 0.962
O -8.049 1.516 7.908 0.269 -0.055 -0.012 -0.622
C -9.596 2.479 6.415 0.102 -0.083 0.147 -0.940
C -9.783 2.960 5.179 -0.309 -0.011 0.295 0.348
O -10.954 3.431 4.762 0.224 -0.001 -0.198 -0.580
H -6.564 2.565 3.838 0.003 -0.031 0.003 0.497
H -6.135 1.304 7.153 0.020 -0.025 0.038 0.353
H -10.389 2.445 7.149 -0.018 0.004 -0.019 0.421
H -10.819 3.712 3.836 -0.040 0.017 -0.036 0.346
O 0.252 1.540 -8.222 -0.407 -0.077 0.203 -0.673
C 0.465 1.068 -7.120 0.566 -0.163 0.050 0.769
C 1.747 0.519 -6.725 -0.086 0.080 -0.211 -0.965
C 1.903 0.003 -5.499 0.305 0.007 -0.257 0.298
O 3.054 -0.512 -5.084 -0.236 0.008 0.182 -0.617
C 0.774 -0.028 -4.507 -0.565 0.168 0.084 0.630
O 0.978 -0.529 -3.414 0.231 0.124 -0.383 -0.130
C -0.502 0.543 -4.895 0.079 -0.101 0.168 -1.045
C -0.657 1.063 -6.120 -0.299 0.041 0.286 0.353
O -1.799 1.600 -6.529 0.244 -0.016 -0.207 -0.591
H 2.549 0.547 -7.449 0.015 -0.006 0.018 0.501
H 2.902 -0.817 -4.170 0.033 -0.049 0.035 0.284
H -1.301 0.530 -4.166 -0.016 0.008 -0.021 0.635
H -1.651 1.899 -7.445 -0.066 0.032 -0.027 0.317
O 1.607 3.346 -10.093 -0.095 -0.194 0.190 -0.543
C 1.180 3.461 -11.221 0.139 0.186 -0.174 0.822
C 1.737 4.417 -12.173 -0.040 -0.082 0.102 -1.090
C 1.225 4.522 -13.404 0.358 0.250 0.154 0.339
O 1.696 5.376 -14.310 -0.197 -0.123 -0.107 -0.571
C 0.073 3.677 -13.851 -0.328 -0.372 0.122 1.017
O -0.354 3.838 -14.980 0.154 0.174 -0.105 -0.629
C -0.472 2.708 -12.918 0.028 0.101 -0.132 -0.874
C 0.032 2.587 -11.678 -0.330 -0.334 -0.001 0.590
O -0.474 1.692 -10.831 0.420 0.274 0.242 -0.554
H 2.567 5.024 -11.841 -0.006 0.004 0.005 0.421
H 1.147 5.247 -15.107 -0.018 0.012 -0.035 0.359
H -1.292 2.095 -13.263 -0.010 -0.019 0.039 0.435
H -0.024 1.703 -9.951 0.006 0.259 -0.520 0.505